This record from OMol25 describes C47H29Cl3IrN5O2 as an isolated structure in a non-equilibrium geometry. The level of theory is ωB97M-V with the def2-TZVPD basis set.

Each line ends with the Löwdin charge.
Atoms and positions in Å:
Ir 0.21235 0.19329 -0.00454  1.48
C -1.58710 7.72453 -0.51406  -0.09
C -1.42369 7.09086 0.70936  -0.08
C -1.07563 5.75109 0.75886  -0.04
C -0.90897 5.00597 -0.41155  -0.18
C -1.11008 5.64956 -1.63409  -0.04
C -1.43395 6.99584 -1.68416  -0.08
C -0.56039 3.56851 -0.32638  -0.05
C 0.45151 3.04331 -1.14135  -0.21
C 1.22843 3.77871 -2.09082  0.00
C 1.97279 2.87592 -2.78612  0.01
C 1.71255 1.60079 -2.21017  -0.22
C 2.36102 0.40536 -2.57501  -0.06
C 2.80291 0.26734 -3.98862  -0.20
C 1.95132 -0.42506 -4.84813  -0.01
C 2.25954 -0.53761 -6.19484  -0.07
C 3.41808 0.04289 -6.69255  -0.09
C 4.27339 0.72313 -5.83943  -0.08
C 3.96990 0.83296 -4.48964  -0.04
C 2.54102 -0.65334 -1.70447  -0.24
N 1.96489 -0.76354 -0.46647  -0.03
C 2.44748 -1.89536 0.10419  -0.23
C 1.94233 -2.51896 1.24560  -0.06
C 2.64327 -3.72578 1.74949  -0.21
C 2.02100 -4.97197 1.69834  -0.03
C 2.65980 -6.09322 2.20329  -0.07
C 3.92234 -5.98497 2.77001  -0.09
C 4.55123 -4.74934 2.81289  -0.08
C 3.92002 -3.62723 2.29637  -0.03
C 0.75651 -2.14623 1.88215  -0.22
C 0.18891 -2.82111 3.00740  0.02
C -0.96427 -2.17651 3.32018  0.00
C -1.10944 -1.09581 2.39090  -0.23
N -0.05530 -1.09928 1.52217  -0.04
C -2.13457 -0.12879 2.43829  -0.06
C -2.08584 1.07475 1.74034  -0.26
C -3.08282 2.10304 1.76589  0.00
C -2.60491 3.15281 1.05459  0.01
C -1.32505 2.77415 0.53393  -0.23
N -1.03874 1.49571 0.94225  -0.06
C -3.28668 -0.39332 3.33828  -0.18
C -3.70970 0.56017 4.26721  -0.04
C -4.80299 0.32019 5.08458  -0.08
C -5.47850 -0.88849 5.01142  -0.09
C -5.04609 -1.85802 4.11932  -0.07
C -3.96506 -1.61276 3.28838  -0.05
C 3.42111 -2.49238 -0.77300  0.02
C 3.43523 -1.75981 -1.91026  0.03
N 0.79271 1.71738 -1.20970  -0.04
H -1.83982 8.77590 -0.55388  0.10
H -1.56127 7.64349 1.62977  0.10
H -0.91334 5.27338 1.71650  0.12
H -1.04599 5.07881 -2.55071  0.12
H -1.57043 7.47841 -2.64340  0.10
H 1.23282 4.84671 -2.21395  0.11
H 2.65681 3.07679 -3.59289  0.11
H 1.04251 -0.85529 -4.44425  0.12
H 1.58759 -1.06893 -6.85625  0.10
H 3.64544 -0.02227 -7.74857  0.10
H 5.17766 1.17687 -6.22397  0.10
H 4.63878 1.35130 -3.81345  0.12
H 1.04592 -5.04895 1.23293  0.12
H 2.16703 -7.05599 2.15913  0.10
H 4.41712 -6.86040 3.16986  0.10
H 5.53902 -4.65687 3.24575  0.10
H 4.40954 -2.66182 2.33870  0.12
H 0.60227 -3.68287 3.50096  0.12
H -1.64073 -2.41631 4.12131  0.11
H -4.03996 2.03083 2.25072  0.11
H -3.09944 4.08896 0.86201  0.12
H -3.15651 1.48443 4.36838  0.12
H -5.12730 1.08224 5.78159  0.10
H -6.33892 -1.07133 5.64155  0.10
H -5.55322 -2.81294 4.06789  0.11
H -3.65204 -2.36053 2.57527  0.07
H 3.97585 -3.38811 -0.54981  0.12
H 4.00558 -1.93494 -2.80798  0.12
Cl -5.46145 -2.19188 -0.78421  0.61
C -3.71150 -2.38784 -1.06108  -1.58
Cl -3.44306 -3.02371 -2.69407  0.64
Cl -3.03107 -3.49302 0.13806  0.67
C -3.09087 -1.07518 -0.94409  -0.36
N -2.60266 -0.04109 -0.85351  0.23
O -0.00024 -3.17313 -0.77077  -0.02
C -0.06872 -2.42203 -1.72863  -0.54
O -0.19651 -1.14787 -1.77373  -0.17
H -0.03078 -2.86420 -2.75147  0.14

Computed properties:
Spin multiplicity   1
LUMO level (spin up / spin down)   -1.32 / -1.32 eV
Orbital gap (spin up / spin down)   0.2083 / 0.2084 Eh
HOMO (spin up / spin down)   -6.990 / -6.990 eV
Calculated total energy   -101161.5844 eV

This record from OMol25 describes one molecule with the formula C4H7NO3 in a non-equilibrium geometry. The level of theory is ωB97M-V with the def2-TZVPD basis set.

Each line ends with the Löwdin charge.
Atoms and positions in Å:
C 2.74459 0.15244 -0.46302  -0.03
O 1.45780 -0.45285 -0.47142  -0.07
C 0.71667 -0.43345 0.54603  -0.44
C -0.67531 -1.20780 0.35239  0.03
C -1.56481 -0.03591 -0.12708  -0.53
O -2.65264 -0.17739 -0.54515  0.10
N -0.80471 1.18006 -0.27627  0.12
O 0.09019 0.85768 0.96294  -0.11
H 3.65332 -0.42408 0.17817  0.16
H 3.09540 0.10726 -1.41549  0.04
H 2.64354 1.17838 -0.05213  0.10
H 1.29333 -0.62947 1.41097  0.14
H -1.29937 -1.49908 1.27016  0.15
H -0.86992 -1.79576 -0.64090  0.16
H -1.37293 2.13115 -0.23768  0.19

Computed properties:
Spin multiplicity   1
Energy relative to the best compared isomer or geometry (same formula, charge and spin)   126.7 kcal per mole
LUMO level   0.84 eV
Orbital gap   0.3833 Eh
SMILES   CO[C@@H]1CC(=O)NO1
HOMO   -9.586 eV
Calculated total energy   -11889.7851 eV

This record from OMol25 describes a 14-piece molecular cluster, C50H89Cl6N11 overall in a non-equilibrium geometry. The level of theory is ωB97M-V with the def2-TZVPD basis set.

Each line ends with the Löwdin spin population.
Atoms and positions in Å:
C -28.18303 6.22419 27.66418  0.00
C -26.79565 6.24983 28.37128  0.00
C -26.50224 7.40634 29.31333  0.00
C -26.66376 8.75060 28.65674  0.00
N -26.75119 9.77598 28.13080  0.00
H -28.45884 7.14515 27.15050  0.00
H -28.96468 6.00088 28.39030  0.00
H -28.22338 5.49899 26.85143  0.00
H -26.02408 6.23231 27.60156  0.00
H -26.76706 5.32200 28.94261  0.00
H -25.48003 7.43683 29.69050  0.00
H -27.17392 7.38847 30.17160  0.00
C -32.34567 15.16170 28.05572  0.00
C -32.07827 14.95894 29.59966  0.00
C -33.24128 15.24666 30.48373  0.00
C -33.55853 16.66422 30.54459  0.00
N -33.81630 17.80724 30.66836  0.00
H -31.47848 14.98738 27.41879  0.00
H -32.69886 16.17945 27.88971  0.00
H -33.15636 14.54750 27.66375  0.00
H -31.20948 15.54367 29.90200  0.00
H -31.68315 13.95452 29.75169  0.00
H -33.09917 14.83203 31.48173  0.00
H -34.15012 14.77463 30.11050  0.00
C -24.28992 14.54283 35.98104  0.00
C -25.48075 13.91095 36.62009  0.00
C -26.66701 14.88941 36.70265  0.00
C -27.25493 15.13061 35.36117  0.00
N -27.71217 15.27177 34.35171  0.00
H -23.53716 13.77541 35.80071  0.00
H -23.82772 15.21248 36.70632  0.00
H -24.59303 15.01345 35.04576  0.00
H -25.20435 13.66202 37.64465  0.00
H -25.72255 13.01654 36.04593  0.00
H -26.43342 15.86380 37.13171  0.00
H -27.50394 14.40751 37.20803  0.00
C -22.58376 7.85608 32.41047  0.00
C -22.96739 8.94016 33.44877  0.00
C -24.23646 9.65618 33.07745  0.00
C -24.07399 10.70791 32.04060  0.00
N -24.01725 11.51746 31.21628  0.00
H -22.25834 8.21523 31.43414  0.00
H -23.31722 7.05954 32.28528  0.00
H -21.70056 7.29901 32.72308  0.00
H -22.11486 9.60984 33.56202  0.00
H -23.03545 8.52050 34.45244  0.00
H -24.59802 10.14655 33.98129  0.00
H -24.99465 8.99126 32.66377  0.00
C -21.22314 10.55832 28.92062  0.00
C -22.04682 10.08835 27.69737  0.00
C -23.52603 10.59687 27.72842  0.00
C -23.79183 12.03192 27.56937  0.00
N -24.02898 13.14106 27.45357  0.00
H -21.15772 11.64626 28.93512  0.00
H -20.19426 10.19857 28.91093  0.00
H -21.70339 10.23400 29.84380  0.00
H -22.06230 8.99958 27.74692  0.00
H -21.55633 10.35187 26.76032  0.00
H -23.99582 10.36942 28.68532  0.00
H -24.07450 10.03434 26.97289  0.00
C -27.56825 15.30772 30.74215  0.01
C -26.86035 14.53224 29.62971  0.03
C -26.87221 13.02254 29.93711  0.00
C -28.23461 12.50486 30.12215  0.00
N -29.27831 12.14841 30.27615  0.01
H -28.61636 15.02078 30.65712  0.00
H -27.54263 16.39727 30.76017  0.00
H -27.22106 15.05735 31.74458  0.00
H -25.81702 14.83856 29.55404  0.01
H -27.14621 14.75979 28.60277  0.01
H -26.24558 12.82677 30.80723  0.00
H -26.39169 12.46636 29.13220  0.00
C -31.33816 11.30467 26.29249  0.00
C -31.33496 10.40429 27.54602  0.00
C -29.92218 9.94964 27.91792  0.00
C -29.92816 9.03524 29.06609  0.00
N -29.98433 8.28538 29.98479  0.00
H -30.85426 10.88903 25.40864  0.00
H -30.95860 12.31249 26.46087  0.00
H -32.34280 11.38040 25.87649  0.00
H -31.94268 9.51014 27.40726  0.00
H -31.73988 11.05477 28.32127  0.00
H -29.33411 10.85696 28.05595  0.00
H -29.40190 9.46153 27.09382  0.00
C -31.31837 16.54609 34.49768  0.00
C -31.15161 17.55941 33.33065  0.00
C -30.12470 17.02380 32.30528  0.00
C -29.90805 17.56570 30.95337  0.00
N -29.70402 17.96328 29.87265  0.00
H -32.10386 15.85372 34.19481  0.00
H -31.69226 16.98215 35.42405  0.00
H -30.37274 16.02333 34.64120  0.00
H -30.60851 18.42917 33.70032  0.00
H -32.09952 17.95443 32.96524  0.00
H -30.30480 15.96194 32.13757  0.00
H -29.14391 16.89797 32.76389  0.00
C -28.12912 20.29780 26.17451  0.00
C -27.83421 19.17076 27.20591  0.01
C -28.34605 17.72190 26.80841  0.01
C -27.98043 17.25479 25.45296  0.03
N -27.68850 16.96933 24.39091  0.08
H -27.68443 20.07208 25.20528  0.00
H -27.59994 21.19223 26.50325  0.00
H -29.20840 20.42997 26.09842  0.00
H -28.30317 19.57515 28.10292  0.00
H -26.75219 19.17239 27.33761  0.00
H -29.42383 17.55929 26.81431  0.00
H -27.88673 17.03312 27.51743  0.00
C -25.42837 19.37896 30.93827  0.00
C -26.57533 19.26087 31.97526  0.00
C -26.33919 18.29489 33.10962  0.00
C -25.11449 18.58391 33.86675  0.00
N -24.12657 18.73717 34.47914  0.00
H -25.29397 18.52606 30.27300  0.00
H -24.49979 19.77776 31.34669  0.00
H -25.74871 20.14226 30.22914  0.00
H -27.43518 18.79950 31.48957  0.00
H -26.87583 20.26457 32.27592  0.00
H -26.17485 17.27382 32.76538  0.00
H -27.22136 18.14390 33.73178  0.00
C -23.74203 18.64530 25.05709  0.00
C -23.74921 17.15585 24.53539  0.00
C -23.48112 16.23420 25.68669  0.00
C -24.30704 16.57044 26.85870  0.00
N -24.99785 16.80306 27.77338  0.00
H -22.97834 18.80059 25.81917  0.00
H -24.75177 18.86147 25.40607  0.00
H -23.53620 19.39664 24.29471  0.00
H -22.97501 17.02591 23.77920  0.00
H -24.68433 16.82922 24.08044  0.00
H -22.44278 16.24491 26.01811  0.00
H -23.61293 15.16758 25.50495  0.00
Cl -23.06097 14.91318 32.67580  0.00
C -23.21007 15.88854 31.15010  0.00
C -22.62600 15.06938 29.96070  0.00
Cl -20.87154 14.93714 29.96760  0.00
H -22.61222 16.79716 31.22146  0.00
H -24.27323 16.09658 31.02970  0.00
H -22.98595 15.50571 29.02895  0.00
H -22.96419 14.04350 30.10665  0.00
Cl -28.67475 14.35860 26.43484  0.59
C -27.19956 13.54668 25.75627  0.04
C -27.49797 12.14008 25.22145  0.00
Cl -28.82430 12.19305 24.06133  0.10
H -26.47503 13.49929 26.56923  0.02
H -26.76093 14.17233 24.97893  0.01
H -27.84327 11.47120 26.00978  0.00
H -26.61441 11.66567 24.79442  0.00
Cl -31.34226 13.21768 33.03304  0.00
C -29.64258 12.97820 33.39945  0.00
C -29.24211 11.56330 33.52927  0.00
Cl -27.56063 11.50556 33.98421  0.00
H -29.48277 13.47893 34.35435  0.00
H -29.14551 13.56985 32.63071  0.00
H -29.34380 11.01468 32.59290  0.00
H -29.71917 11.06978 34.37600  0.00

Computed properties:
Spin multiplicity   2
LUMO level (spin up / spin down)   -2.67 / -9.78 eV
Orbital gap (spin up / spin down)   0.3483 / 0.0870 Eh
HOMO (spin up / spin down)   -12.149 / -12.148 eV
Total charge   +1
Calculated total energy   -144807.2967 eV

This record from OMol25 describes a 2-piece molecular cluster, C6H11O3 overall in a non-equilibrium geometry. The level of theory is ωB97M-V with the def2-TZVPD basis set.

Each line ends with the Löwdin spin population.
Atoms and positions in Å:
O 2.11651 0.40671 -1.40071  0.02
C 1.53679 -0.62597 -1.65710  0.08
O 1.43247 -1.20152 -2.79508  0.79
C 0.77137 -1.41942 -0.56564  0.08
C -0.73626 -1.17268 -0.67993  0.00
C -1.17099 0.27103 -0.38935  0.00
C -2.08800 1.15989 1.74934  0.00
C -1.08532 0.63621 1.06472  0.00
H 0.98824 -2.48044 -0.66285  0.00
H 1.16805 -1.04334 0.38319  0.01
H -1.06783 -1.44288 -1.68034  0.00
H -1.25278 -1.83949 0.01754  0.00
H -2.18057 0.41782 -0.75924  0.00
H -0.53040 0.95386 -0.94567  0.00
H -3.06356 1.36072 1.31213  0.00
H -1.97903 1.42159 2.78684  0.00
H -0.12521 0.47479 1.55209  0.00
H 2.50557 2.12017 1.13973  0.00
H 2.33068 0.83667 0.31065  0.00
O 2.43028 1.16630 1.21969  0.00

Computed properties:
Spin multiplicity   2
Energy relative to the best compared isomer or geometry (same formula, charge and spin)   0.0 kcal per mole
LUMO level (spin up / spin down)   0.80 / -3.57 eV
Orbital gap (spin up / spin down)   0.3896 / 0.2290 Eh
HOMO (spin up / spin down)   -9.802 / -9.802 eV
Calculated total energy   -12540.5649 eV

Copy entry 4 word for word.
This record from OMol25 describes a 2-piece molecular cluster, C6H11O3 overall in a non-equilibrium geometry. The level of theory is ωB97M-V with the def2-TZVPD basis set.

Each line ends with the Löwdin spin population.
Atoms and positions in Å:
O 2.11651 0.40671 -1.40071  0.02
C 1.53679 -0.62597 -1.65710  0.08
O 1.43247 -1.20152 -2.79508  0.79
C 0.77137 -1.41942 -0.56564  0.08
C -0.73626 -1.17268 -0.67993  0.00
C -1.17099 0.27103 -0.38935  0.00
C -2.08800 1.15989 1.74934  0.00
C -1.08532 0.63621 1.06472  0.00
H 0.98824 -2.48044 -0.66285  0.00
H 1.16805 -1.04334 0.38319  0.01
H -1.06783 -1.44288 -1.68034  0.00
H -1.25278 -1.83949 0.01754  0.00
H -2.18057 0.41782 -0.75924  0.00
H -0.53040 0.95386 -0.94567  0.00
H -3.06356 1.36072 1.31213  0.00
H -1.97903 1.42159 2.78684  0.00
H -0.12521 0.47479 1.55209  0.00
H 2.50557 2.12017 1.13973  0.00
H 2.33068 0.83667 0.31065  0.00
O 2.43028 1.16630 1.21969  0.00

Computed properties:
Spin multiplicity   2
Energy relative to the best compared isomer or geometry (same formula, charge and spin)   0.0 kcal per mole
LUMO level (spin up / spin down)   0.80 / -3.57 eV
Orbital gap (spin up / spin down)   0.3896 / 0.2290 Eh
HOMO (spin up / spin down)   -9.802 / -9.802 eV
Calculated total energy   -12540.5649 eV

What did the second record say?
This record from OMol25 describes one molecule with the formula C4H7NO3 in a non-equilibrium geometry. The level of theory is ωB97M-V with the def2-TZVPD basis set.

Each line ends with the Löwdin charge.
Atoms and positions in Å:
C 2.74459 0.15244 -0.46302  -0.03
O 1.45780 -0.45285 -0.47142  -0.07
C 0.71667 -0.43345 0.54603  -0.44
C -0.67531 -1.20780 0.35239  0.03
C -1.56481 -0.03591 -0.12708  -0.53
O -2.65264 -0.17739 -0.54515  0.10
N -0.80471 1.18006 -0.27627  0.12
O 0.09019 0.85768 0.96294  -0.11
H 3.65332 -0.42408 0.17817  0.16
H 3.09540 0.10726 -1.41549  0.04
H 2.64354 1.17838 -0.05213  0.10
H 1.29333 -0.62947 1.41097  0.14
H -1.29937 -1.49908 1.27016  0.15
H -0.86992 -1.79576 -0.64090  0.16
H -1.37293 2.13115 -0.23768  0.19

Computed properties:
Spin multiplicity   1
Energy relative to the best compared isomer or geometry (same formula, charge and spin)   126.7 kcal per mole
LUMO level   0.84 eV
Orbital gap   0.3833 Eh
SMILES   CO[C@@H]1CC(=O)NO1
HOMO   -9.586 eV
Calculated total energy   -11889.7851 eV